[1]
# C34H28O12P

A 6-piece molecular cluster, C34H28O12P overall at a distorted geometry (ωB97M-V with the def2-TZVPD basis set, the Open Molecules 2025 dataset).

HOMO level   -4.3 eV
Total charge   -1
Kohn-Sham gap   3.61 eV

```
75
Properties=species:S:1:pos:R:3:lowdin_charge:R:1
C 2.682 0.483 1.734 -0.068
C 1.465 0.998 1.873 -0.243
P -0.371 1.440 2.331 0.373
O -0.755 -0.078 1.517 -0.412
C -2.158 -0.198 1.164 -0.248
C -2.972 0.888 2.103 -0.243
O -2.029 1.703 2.881 -0.438
H 3.674 -0.060 1.957 0.007
H -0.525 2.228 1.106 -0.004
H -0.009 2.723 2.899 -0.035
H -0.192 0.712 3.587 0.013
H -2.507 0.065 0.101 0.101
H -2.375 -1.296 1.423 0.087
H -3.685 1.586 1.507 0.105
H -3.572 0.219 2.829 0.082
C -6.163 -3.593 1.742 0.027
C -6.897 -4.189 2.682 0.007
C -6.546 -4.078 4.113 -0.389
O -7.216 -4.625 4.973 0.085
C -5.352 -3.280 4.463 0.018
C -4.618 -2.684 3.522 0.032
C -4.968 -2.795 2.091 -0.367
O -4.300 -2.249 1.233 0.101
H -6.405 -3.665 0.688 0.120
H -7.774 -4.776 2.443 0.095
H -5.111 -3.209 5.516 0.120
H -3.739 -2.096 3.761 0.124
C 7.125 1.492 -1.790 -0.012
C 6.854 0.654 -0.789 0.020
C 5.462 0.305 -0.438 -0.377
O 5.211 -0.456 0.476 0.074
C 4.382 0.919 -1.240 0.032
C 4.654 1.757 -2.242 0.015
C 6.046 2.106 -2.593 -0.409
O 6.296 2.872 -3.510 0.071
H 8.138 1.760 -2.060 0.115
H 7.633 0.196 -0.191 0.123
H 3.367 0.651 -0.969 0.111
H 3.875 2.216 -2.839 0.122
C 5.652 1.431 -6.852 0.032
C 6.078 0.526 -5.970 0.031
C 6.205 -0.901 -6.335 -0.383
O 6.592 -1.728 -5.530 0.105
C 5.843 -1.285 -7.716 0.018
C 5.417 -0.380 -8.598 0.016
C 5.290 1.047 -8.233 -0.388
O 4.903 1.874 -9.039 0.097
H 5.552 2.480 -6.601 0.125
H 6.347 0.791 -4.956 0.101
H 5.943 -2.334 -7.967 0.120
H 5.147 -0.645 -9.613 0.119
C 5.802 4.876 1.980 0.037
C 6.276 4.302 0.873 0.035
C 7.729 4.129 0.660 -0.368
O 8.162 3.607 -0.352 0.090
C 8.635 4.616 1.721 0.020
C 8.162 5.190 2.828 0.019
C 6.709 5.363 3.041 -0.385
O 6.277 5.885 4.052 0.106
H 4.742 5.010 2.152 0.131
H 5.626 3.939 0.087 0.121
H 9.696 4.481 1.549 0.119
H 8.812 5.553 3.614 0.120
C -12.758 -4.615 1.674 0.021
C -11.475 -4.911 1.460 0.027
C -10.477 -3.853 1.199 -0.367
O -9.306 -4.122 1.002 0.088
C -10.955 -2.454 1.186 0.030
C -12.238 -2.158 1.400 0.022
C -13.236 -3.217 1.661 -0.388
O -14.407 -2.947 1.858 0.102
H -13.502 -5.378 1.866 0.122
H -11.108 -5.930 1.466 0.124
H -10.211 -1.691 0.995 0.126
H -12.605 -1.139 1.394 0.123
```

---

[2]
# C34H29AsBrN5O2S2Zn

C34H29AsBrN5O2S2Zn as an isolated structure (ωB97M-V with the def2-TZVPD basis set, the Open Molecules 2025 dataset).

HOMO level   -7.3 eV
Kohn-Sham gap   7.76 eV

```
75
Properties=species:S:1:pos:R:3:lowdin_charge:R:1
Zn -0.703 1.138 -0.484 0.316
N 2.898 -0.454 7.099 0.096
C 2.006 -0.216 6.063 -0.321
C 1.495 1.068 5.853 -0.027
C 0.647 1.317 4.794 -0.055
C 0.303 0.288 3.928 -0.320
C 0.791 -0.993 4.132 -0.061
C 1.638 -1.245 5.195 -0.027
S -0.731 0.621 2.557 0.582
O -1.200 -0.652 2.057 -0.340
O -1.699 1.613 2.938 -0.309
N 0.157 1.322 1.383 -0.158
C 1.443 0.983 1.041 -0.466
N 1.636 1.079 -0.292 0.064
C 2.855 0.858 -0.758 -0.140
C 3.903 0.514 0.078 -0.053
C 3.597 0.430 1.429 -0.113
N 2.391 0.676 1.925 0.153
H 2.875 0.201 7.862 0.088
H 2.977 -1.410 7.402 0.088
H 1.769 1.868 6.530 0.110
H 0.244 2.308 4.636 0.117
H 0.509 -1.785 3.452 0.107
H 2.024 -2.244 5.355 0.110
H 2.982 0.957 -1.831 0.092
H 4.896 0.324 -0.299 0.097
H 4.361 0.165 2.153 0.112
C -1.121 6.503 0.753 -0.038
C -0.700 5.542 -0.320 -0.236
C -0.299 5.955 -1.585 -0.011
C 0.083 5.029 -2.540 -0.088
C 0.042 3.692 -2.187 -0.722
Br 0.565 2.360 -3.425 0.819
N -0.342 3.275 -0.997 -0.041
C -0.702 4.175 -0.082 -0.065
H -1.112 7.528 0.385 0.077
H -0.453 6.447 1.613 0.087
H -2.127 6.278 1.105 0.089
H -0.284 7.011 -1.828 0.119
H 0.398 5.325 -3.529 0.104
H -1.004 3.766 0.877 0.121
S -2.761 1.237 -1.431 0.588
C -3.366 -0.429 -1.436 -0.681
C -4.752 -0.616 -1.475 -0.128
C -5.302 -1.882 -1.546 -0.088
C -4.486 -3.007 -1.573 -0.092
C -3.112 -2.841 -1.523 -0.104
C -2.553 -1.569 -1.458 -0.415
As -0.642 -1.318 -1.366 1.327
C -0.125 -1.297 -3.234 -0.396
C -1.067 -1.273 -4.254 -0.084
C -0.659 -1.136 -5.575 -0.076
C 0.689 -1.028 -5.883 -0.090
C 1.635 -1.052 -4.866 -0.097
C 1.227 -1.177 -3.547 -0.168
C -0.022 -3.053 -0.756 -0.370
C -0.313 -3.416 0.559 -0.107
C 0.117 -4.639 1.049 -0.079
C 0.847 -5.502 0.240 -0.091
C 1.138 -5.140 -1.065 -0.086
C 0.702 -3.919 -1.566 -0.100
H -5.392 0.256 -1.444 0.095
H -6.379 -1.993 -1.573 0.102
H -4.913 -4.000 -1.625 0.098
H -2.467 -3.713 -1.529 0.101
H -2.122 -1.345 -4.018 0.104
H -1.399 -1.112 -6.364 0.105
H 1.003 -0.923 -6.913 0.102
H 2.688 -0.968 -5.101 0.103
H 1.970 -1.180 -2.755 0.094
H -0.873 -2.743 1.195 0.080
H -0.121 -4.919 2.068 0.104
H 1.184 -6.454 0.627 0.100
H 1.699 -5.810 -1.704 0.102
H 0.919 -3.657 -2.595 0.092
```

---

[3]
# C34H29Cl4GeN2O2S2Ti

C34H29Cl4GeN2O2S2Ti as an isolated structure at a distorted geometry (ωB97M-V with the def2-TZVPD basis set, the Open Molecules 2025 dataset).

HOMO level (alpha / beta)   -4.2 / -4.6 eV
Multiplicity   3
Total charge   -1
Kohn-Sham gap (alpha / beta)   6.62 / 5.51 eV

```
75
Properties=species:S:1:pos:R:3:lowdin_spin:R:1
Ti -0.574 -0.635 0.260 1.085
C 2.997 -0.715 -0.486 0.001
N 1.861 -1.572 -0.824 0.005
C 1.909 -2.848 -0.082 0.002
C 1.214 -2.829 1.281 0.002
N -0.239 -2.625 1.143 0.006
C -0.848 -3.871 0.627 0.006
C -0.940 -2.259 2.367 0.007
C -0.407 -2.483 3.630 0.004
C -1.127 -2.158 4.770 0.007
C -2.406 -1.634 4.649 0.004
C -2.962 -1.437 3.395 0.007
C -2.250 -1.738 2.232 0.009
S -2.945 -1.459 0.646 0.012
C 1.789 -1.816 -2.245 0.023
C 2.929 -1.974 -3.026 -0.004
C 2.840 -2.230 -4.386 0.027
C 1.593 -2.333 -4.986 -0.003
C 0.452 -2.184 -4.221 0.024
C 0.529 -1.931 -2.848 0.011
S -0.944 -1.823 -1.918 0.196
H 3.960 -1.221 -0.640 0.000
H 2.936 -0.423 0.556 0.000
H 2.963 0.184 -1.102 0.000
H 2.956 -3.143 0.079 0.000
H 1.454 -3.619 -0.704 0.000
H 1.632 -2.036 1.895 0.000
H 1.416 -3.794 1.766 0.000
H -0.656 -4.688 1.334 0.000
H -0.435 -4.126 -0.345 0.004
H -1.916 -3.728 0.502 0.001
H 0.583 -2.910 3.735 0.000
H -0.688 -2.325 5.745 0.000
H -2.968 -1.363 5.534 0.000
H -3.956 -1.024 3.293 0.000
H 3.910 -1.893 -2.579 -0.001
H 3.745 -2.351 -4.968 0.002
H 1.515 -2.525 -6.050 -0.001
H -0.530 -2.256 -4.673 0.000
Cl -0.689 3.309 5.711 0.001
C -0.187 2.301 4.400 0.003
C 1.114 1.816 4.361 0.004
Cl 2.233 2.205 5.617 0.001
C 1.520 1.007 3.293 0.003
Cl 3.099 0.292 3.256 0.000
C 0.646 0.723 2.258 0.007
O 0.913 0.009 1.183 0.009
C -0.694 1.190 2.314 0.008
O -1.434 0.775 1.321 0.038
C -1.098 1.976 3.386 0.004
Cl -2.753 2.457 3.486 0.000
Ge -1.390 1.011 -1.543 0.279
C 0.243 1.616 -2.517 0.055
C 1.240 2.355 -1.882 0.011
C 2.362 2.787 -2.575 0.000
C 2.518 2.458 -3.915 0.008
C 1.553 1.688 -4.551 0.001
C 0.426 1.274 -3.855 0.015
C -2.326 2.632 -0.857 0.074
C -3.662 2.822 -1.193 0.013
C -4.371 3.912 -0.707 0.002
C -3.746 4.830 0.125 0.006
C -2.413 4.652 0.468 0.001
C -1.715 3.555 -0.011 0.011
H -2.326 0.714 -2.753 0.002
H 1.148 2.588 -0.826 0.001
H 3.120 3.376 -2.071 0.000
H 3.390 2.794 -4.462 0.001
H 1.683 1.410 -5.590 0.000
H -0.327 0.671 -4.351 0.002
H -4.150 2.103 -1.842 0.001
H -5.414 4.043 -0.972 0.000
H -4.299 5.673 0.520 0.000
H -1.928 5.358 1.132 0.000
H -0.681 3.414 0.284 0.001
```

---

[4]
# C34H29F40IO8

A 6-piece molecular cluster, C34H29F40IO8 overall at a distorted geometry (ωB97M-V with the def2-TZVPD basis set, the Open Molecules 2025 dataset).

HOMO level   -9.3 eV
Structure (SMILES)   C[C@@H](I)CC1=C(O)C(=O)C=CC1=O.FC(F)C(F)(F)COC(F)(F)C(F)F.FC(F)C(F)(F)COC(F)(F)C(F)F.FC(F)C(F)(F)COC(F)(F)C(F)F.FC(F)C(F)(F)COC(F)(F)C(F)F.FC(F)C(F)(F)COC(F)(F)C(F)F
Kohn-Sham gap   7.42 eV

```
112
Properties=species:S:1:pos:R:3:lowdin_charge:R:1
C -1.150 3.724 0.397 -0.192
C -1.870 3.158 -0.911 -0.720
I -3.282 4.740 -1.552 0.761
C -0.897 2.914 -2.150 -0.211
C 0.233 1.829 -1.904 -0.017
C 1.422 1.946 -2.678 -0.124
O 1.582 3.031 -3.603 0.005
C 2.623 0.923 -2.586 -0.256
O 3.609 0.999 -3.341 0.059
C 2.571 -0.260 -1.523 0.030
C 1.396 -0.386 -0.743 0.029
C 0.152 0.609 -0.916 -0.245
O -0.859 0.308 -0.231 0.027
H -1.913 4.259 1.069 0.069
H -0.712 2.860 0.996 0.077
H -0.385 4.496 0.076 0.072
H -2.506 2.241 -0.649 0.084
H -0.456 3.938 -2.429 0.112
H -1.534 2.573 -3.043 0.106
H 2.097 3.733 -3.132 0.114
H 3.461 -0.953 -1.425 0.125
H 1.403 -1.235 0.018 0.115
F 0.967 -2.370 3.032 0.086
C -0.120 -1.630 3.321 -0.298
F 0.240 -0.808 4.340 0.089
C -1.326 -2.479 3.724 -0.432
F -1.085 -3.157 4.870 0.130
F -2.354 -1.626 4.003 0.108
C -1.847 -3.469 2.658 -0.037
O -1.427 -4.838 2.770 0.025
C -0.170 -5.157 2.195 -0.497
F 0.247 -4.118 1.448 0.131
F -0.408 -6.168 1.323 0.133
C 0.863 -5.609 3.232 -0.275
F 1.075 -4.665 4.171 0.101
F 2.059 -5.849 2.642 0.101
H -0.352 -1.001 2.455 0.164
H -2.930 -3.517 2.798 0.150
H -1.717 -3.088 1.642 0.144
H 0.534 -6.520 3.738 0.176
F -1.519 -9.170 3.146 0.092
C -2.601 -8.430 2.842 -0.305
F -3.045 -7.909 4.015 0.094
C -3.704 -9.247 2.169 -0.432
F -4.186 -10.198 3.002 0.130
F -4.747 -8.401 1.919 0.105
C -3.334 -9.907 0.821 -0.040
O -2.961 -11.293 0.848 0.033
C -1.617 -11.607 1.142 -0.509
F -0.871 -10.488 1.106 0.137
F -1.183 -12.375 0.116 0.145
C -1.465 -12.388 2.452 -0.279
F -1.958 -11.701 3.503 0.097
F -0.159 -12.626 2.719 0.098
H -2.282 -7.595 2.211 0.155
H -4.249 -9.897 0.223 0.148
H -2.623 -9.308 0.247 0.144
H -1.991 -13.343 2.398 0.176
F 0.391 4.846 5.630 0.095
C 1.143 4.524 6.698 -0.303
F 0.974 5.527 7.597 0.093
C 2.624 4.364 6.356 -0.435
F 3.157 5.534 5.931 0.129
F 3.281 4.053 7.513 0.104
C 2.972 3.256 5.337 -0.038
O 3.177 3.657 3.973 0.036
C 2.041 3.784 3.147 -0.506
F 0.970 3.253 3.765 0.136
F 2.276 2.997 2.071 0.137
C 1.810 5.223 2.675 -0.270
F 1.650 6.071 3.711 0.105
F 0.683 5.304 1.925 0.081
H 0.739 3.609 7.142 0.175
H 3.947 2.866 5.641 0.149
H 2.298 2.399 5.409 0.143
H 2.654 5.578 2.079 0.159
F 7.671 4.428 -1.415 0.095
C 7.846 4.476 -2.748 -0.302
F 9.045 5.078 -2.952 0.094
C 6.739 5.249 -3.465 -0.433
F 6.733 6.551 -3.095 0.129
F 7.030 5.241 -4.799 0.107
C 5.309 4.681 -3.320 -0.036
O 4.461 5.292 -2.332 0.026
C 4.564 4.839 -0.999 -0.506
F 5.300 3.716 -0.958 0.145
F 3.310 4.475 -0.634 0.131
C 5.071 5.925 -0.044 -0.280
F 6.284 6.385 -0.407 0.105
F 5.199 5.435 1.213 0.096
H 7.921 3.452 -3.125 0.175
H 4.802 4.895 -4.265 0.150
H 5.300 3.591 -3.244 0.138
H 4.383 6.774 -0.020 0.177
F -5.428 3.942 -5.271 0.087
C -6.299 4.047 -6.290 -0.303
F -7.388 4.688 -5.794 0.094
C -6.703 2.691 -6.870 -0.435
F -7.368 1.947 -5.955 0.129
F -7.593 2.925 -7.880 0.103
C -5.562 1.841 -7.472 -0.040
O -5.009 0.804 -6.648 0.034
C -3.993 1.160 -5.736 -0.507
F -3.565 2.408 -5.999 0.138
F -2.948 0.344 -6.008 0.144
C -4.415 0.965 -4.276 -0.270
F -5.505 1.694 -3.969 0.099
F -3.428 1.365 -3.435 0.071
H -5.858 4.689 -7.058 0.174
H -6.006 1.296 -8.310 0.148
H -4.781 2.456 -7.926 0.144
H -4.644 -0.083 -4.073 0.177
```

---

[5]
# C34H29FN3O5PPtS

C34H29FN3O5PPtS as an isolated structure (ωB97M-V with the def2-TZVPD basis set, the Open Molecules 2025 dataset).

HOMO level (alpha / beta)   -5.1 / -6.9 eV
Multiplicity   3
Kohn-Sham gap (alpha / beta)   4.21 / 4.86 eV

```
75
Properties=species:S:1:pos:R:3:lowdin_spin:R:1
Pt 0.152 -1.226 -1.323 0.506
C 4.456 0.499 4.667 0.000
C 4.172 -0.979 4.403 0.000
C 3.845 -1.769 5.663 0.000
C 2.547 -1.272 6.288 0.000
C 1.446 -1.239 5.260 0.000
C 0.124 -1.293 5.649 0.000
C -0.887 -1.304 4.695 0.000
F -2.159 -1.352 5.118 0.000
C -0.618 -1.281 3.356 0.000
C 0.715 -1.210 2.936 0.000
C 1.008 -1.185 1.510 0.002
O 0.038 -1.309 0.714 0.007
C 2.374 -1.055 1.149 0.002
C 3.320 -1.037 2.138 0.000
N 3.061 -1.110 3.446 0.001
C 1.750 -1.180 3.888 0.000
C 2.913 -0.902 -0.263 0.005
O 4.116 -0.970 -0.417 0.001
O 2.088 -0.633 -1.228 0.034
H 5.252 0.604 5.405 0.000
H 3.566 1.010 5.034 0.000
H 4.774 0.987 3.745 0.000
H 5.048 -1.425 3.932 0.000
H 4.670 -1.681 6.368 0.000
H 3.739 -2.824 5.399 0.000
H 2.691 -0.276 6.715 0.000
H 2.253 -1.923 7.112 0.000
H -0.136 -1.344 6.699 0.000
H -1.409 -1.321 2.619 0.000
H 4.359 -0.968 1.841 0.000
O -3.787 -2.594 -1.292 0.001
C -2.796 -1.918 -1.473 0.003
O -1.582 -2.327 -1.280 0.039
C -2.956 -0.487 -2.014 0.015
P -1.691 0.598 -1.291 0.224
C -1.862 2.173 -2.189 0.043
C -0.852 3.124 -2.043 0.011
C -0.928 4.336 -2.706 -0.001
C -2.007 4.602 -3.537 0.008
C -3.005 3.653 -3.701 0.001
C -2.935 2.440 -3.034 0.015
C -2.253 0.995 0.392 0.029
C -1.393 1.746 1.194 0.010
C -1.768 2.115 2.474 -0.001
C -3.000 1.718 2.975 0.008
C -3.847 0.947 2.193 0.000
C -3.478 0.581 0.906 0.012
H -3.969 -0.135 -1.836 0.003
H -2.774 -0.514 -3.092 0.002
H 0.003 2.899 -1.415 0.002
H -0.141 5.069 -2.590 0.000
H -2.064 5.544 -4.067 0.000
H -3.842 3.854 -4.357 0.000
H -3.723 1.715 -3.178 0.001
H -0.425 2.045 0.806 0.002
H -1.095 2.701 3.088 0.000
H -3.292 1.991 3.981 0.000
H -4.802 0.624 2.586 0.000
H -4.149 -0.036 0.323 0.001
N -0.722 -1.478 -8.299 0.043
C 0.205 -0.799 -7.557 0.109
S 1.310 0.173 -8.395 0.183
C 0.187 -0.913 -6.141 0.195
C -0.695 -1.792 -5.438 0.052
C -0.628 -1.917 -4.086 0.071
N 0.246 -1.204 -3.318 0.197
C 1.090 -0.335 -3.964 0.086
C 1.086 -0.177 -5.312 0.056
H -0.550 -1.522 -9.287 0.004
H -1.238 -2.243 -7.899 0.002
H -1.433 -2.388 -5.956 0.004
H -1.264 -2.622 -3.572 0.004
H 1.780 0.215 -3.343 0.004
H 1.774 0.514 -5.773 0.004
```

---

[6]
# C34H29N5ORuS

C34H29N5ORuS as an isolated structure (ωB97M-V with the def2-TZVPD basis set, the Open Molecules 2025 dataset).

HOMO level (alpha / beta)   -9.5 / -9.5 eV
Multiplicity   2
Total charge   +1
Kohn-Sham gap (alpha / beta)   6.76 / 5.14 eV

```
71
Properties=species:S:1:pos:R:3:lowdin_spin:R:1
Ru 0.842 -0.308 0.831 0.504
C -0.792 2.129 -2.368 0.001
C 0.078 1.546 -1.434 0.003
N -0.306 0.591 -0.619 0.013
C -1.604 0.137 -0.650 0.000
C -2.527 0.661 -1.577 0.000
C -2.075 1.678 -2.449 -0.001
C -3.858 0.187 -1.571 0.000
C -4.227 -0.736 -0.637 0.000
C -3.320 -1.245 0.312 -0.001
C -1.995 -0.847 0.322 0.001
N -0.997 -1.203 1.192 0.002
C -0.947 -2.204 2.135 0.000
C -1.859 -3.210 2.391 0.005
C -1.682 -4.099 3.469 -0.001
C -0.617 -4.006 4.318 0.004
C 0.367 -3.023 4.073 -0.001
C 1.509 -2.850 4.889 0.003
C 2.432 -1.891 4.586 0.000
C 2.255 -1.120 3.428 0.008
N 1.210 -1.260 2.645 0.011
C 0.225 -2.168 2.965 -0.001
H -0.421 2.914 -3.012 0.000
H 1.114 1.846 -1.376 0.003
H -2.770 2.098 -3.167 0.000
H -4.566 0.581 -2.288 0.000
H -5.251 -1.087 -0.606 0.000
H -3.694 -1.925 1.057 0.000
H -2.718 -3.345 1.756 0.000
H -2.427 -4.868 3.626 0.000
H -0.504 -4.675 5.160 0.000
H 1.636 -3.490 5.754 0.000
H 3.309 -1.734 5.197 0.000
H 2.997 -0.397 3.116 0.003
C -1.455 1.181 3.088 0.001
C -0.336 2.081 2.674 0.009
C -0.401 3.414 3.154 -0.008
C 0.592 4.292 2.885 0.007
C 1.700 3.861 2.122 -0.001
C 2.779 4.724 1.833 0.054
C 3.842 4.282 1.097 -0.004
C 3.855 2.964 0.623 0.056
C 2.812 2.101 0.883 0.014
S 2.860 0.477 0.260 0.323
C 1.701 2.532 1.650 0.014
N 0.667 1.650 1.924 -0.005
H -1.557 1.222 4.174 0.000
H -1.301 0.158 2.778 0.000
H -2.395 1.540 2.665 0.001
H -1.260 3.698 3.747 -0.001
H 0.561 5.311 3.250 0.000
H 2.745 5.739 2.209 0.003
H 4.672 4.940 0.878 -0.001
H 4.693 2.607 0.037 0.001
O 1.376 -2.797 -0.777 -0.008
C 1.171 -1.862 -0.175 -0.014
C -1.037 -1.727 -5.106 0.000
C 0.340 -1.085 -5.328 0.000
C 1.264 -2.036 -6.100 0.000
C 0.194 0.248 -6.072 0.000
C 0.935 -0.818 -4.007 0.000
N 1.386 -0.626 -2.968 0.001
H -1.530 -1.859 -6.070 0.000
H -1.669 -1.096 -4.479 0.000
H -0.942 -2.703 -4.631 0.000
H 0.847 -2.209 -7.093 0.000
H 1.352 -2.995 -5.590 0.000
H 2.260 -1.610 -6.213 0.000
H -0.253 0.064 -7.050 0.000
H 1.164 0.724 -6.221 0.000
H -0.450 0.935 -5.522 0.000
```